{"formula": "C30H45F5SSbSn", "method": "wB97M-V/def2-TZVPD", "symbols": ["Sn", "C", "C", "C", "C", "C", "C", "C", "C", "C", "C", "C", "C", "H", "H", "H", "H", "H", "H", "H", "H", "H", "H", "H", "H", "H", "H", "H", "H", "H", "H", "F", "C", "C", "F", "C", "F", "C", "S", "C", "F", "C", "F", "C", "C", "C", "C", "Sb", "C", "C", "C", "C", "C", "C", "C", "C", "H", "H", "H", "H", "H", "H", "H", "H", "H", "H", "H", "H", "H", "H", "H", "H", "H", "H", "H", "H", "H", "H", "H", "H", "H", "H", "H"], "xyz": [[0.546581, -0.394380, 1.340588], [3.450711, 0.504379, 3.670528], [1.946247, 0.453474, 3.606289], [1.264610, -0.722554, 3.995852], [2.070362, -1.888936, 4.517210], [-0.148615, -0.771068, 3.974911], [-0.841125, -1.984129, 4.548348], [-0.880312, 0.341126, 3.485693], [-2.391875, 0.327164, 3.475988], [-0.192913, 1.532826, 3.122686], [-0.957309, 2.777421, 2.755131], [1.215860, 1.603608, 3.239271], [1.905019, 2.932126, 3.076306], [3.769058, 0.916739, 4.632163], [3.867757, 1.137685, 2.891044], [3.899477, -0.479253, 3.578832], [2.776813, -2.258607, 3.773152], [1.451728, -2.722244, 4.827281], [2.661330, -1.573045, 5.379476], [-0.533724, -2.113575, 5.587424], [-0.578298, -2.900842, 4.019848], [-1.919897, -1.894615, 4.549573], [-2.804995, 0.920331, 2.665478], [-2.766459, 0.758638, 4.408309], [-2.800906, -0.673123, 3.388318], [-1.210143, 3.325966, 3.668259], [-1.890397, 2.570132, 2.242069], [-0.370371, 3.444688, 2.130159], [1.973035, 3.242798, 2.031074], [2.909376, 2.919377, 3.484505], [1.344577, 3.703899, 3.602886], [3.383131, 2.675962, -4.534615], [2.517032, 1.984548, -3.831118], [2.778619, 1.679035, -2.504733], [3.893132, 2.086828, -1.926528], [1.853951, 0.939826, -1.799304], [2.142278, 0.659994, -0.491685], [0.657243, 0.494488, -2.334639], [-0.505759, -0.386232, -1.328732], [0.416715, 0.837764, -3.657125], [-0.726481, 0.470123, -4.254186], [1.331135, 1.556326, -4.404737], [1.066855, 1.833945, -5.669793], [-2.958070, -1.604482, -6.504946], [-1.919393, -2.622113, -6.360475], [-0.522183, -2.257555, -6.589779], [-2.293934, -4.027610, -6.235876], [-1.567351, -2.259723, -2.701120], [-3.474778, -1.973444, -1.679137], [-3.873291, -0.522235, -1.943593], [-4.421086, -2.928356, -2.415611], [-3.453668, -2.264072, -0.183589], [-0.305943, -3.805925, -1.810386], [1.138052, -3.334021, -1.953903], [-0.546639, -5.027053, -2.705790], [-0.626567, -4.134530, -0.359065], [-3.066853, -1.471607, -7.597732], [-2.643902, -0.632331, -6.125554], [-3.928825, -1.906488, -6.119855], [-0.385508, -2.376296, -7.681604], [0.181416, -2.939906, -6.117754], [-0.310522, -1.214651, -6.361812], [-2.530178, -4.340117, -7.271336], [-3.215434, -4.174162, -5.672801], [-1.488641, -4.669106, -5.887366], [-3.821315, -0.258882, -3.003711], [-3.265823, 0.188578, -1.386609], [-4.913940, -0.386484, -1.630505], [-4.528778, -2.658615, -3.470133], [-5.417875, -2.865161, -1.968587], [-4.108095, -3.974926, -2.346953], [-2.731474, -1.633286, 0.345457], [-3.243324, -3.304436, 0.040783], [-4.442398, -2.041060, 0.232323], [1.381086, -3.021974, -2.974122], [1.806798, -4.164865, -1.705189], [1.374091, -2.508032, -1.284075], [-0.225258, -4.841616, -3.734054], [-1.592767, -5.348188, -2.713557], [0.041936, -5.872128, -2.336511], [-0.521016, -3.258972, 0.290004], [0.070698, -4.898640, 0.001749], [-1.628800, -4.534148, -0.232884]], "forces_ev_per_a": [[0.1716, 0.2700, 0.6747], [-0.0442, 0.0207, -0.0211], [0.2590, -0.1497, -0.0741], [0.1306, -0.2132, 0.1268], [-0.0556, 0.0631, -0.0189], [-0.0299, -0.1512, 0.1013], [-0.0458, 0.0621, -0.0114], [-0.2885, -0.1062, -0.0487], [0.0784, 0.0265, -0.0380], [-0.1840, 0.0466, -0.2109], [0.0461, -0.0003, -0.0191], [0.0727, 0.0972, -0.1490], [0.0047, -0.0326, -0.0771], [-0.0117, -0.0043, 0.0054], [-0.0040, 0.0113, 0.0034], [-0.0048, -0.0079, 0.0105], [0.0000, 0.0091, -0.0115], [0.0009, 0.0135, -0.0015], [-0.0144, 0.0049, -0.0119], [0.0139, -0.0004, -0.0160], [0.0221, -0.0020, -0.0053], [0.0036, 0.0033, 0.0050], [0.0096, 0.0063, -0.0013], [0.0142, -0.0168, -0.0033], [0.0023, -0.0114, -0.0068], [0.0052, -0.0226, -0.0110], [-0.0022, -0.0128, -0.0061], [0.0017, -0.0020, 0.0064], [-0.0050, -0.0066, -0.0004], [-0.0029, -0.0070, 0.0010], [-0.0032, -0.0063, -0.0004], [-0.0188, -0.0138, 0.0149], [0.0985, 0.0818, -0.0827], [0.1033, 0.0341, 0.0435], [-0.0276, -0.0283, 0.0055], [0.0179, -0.0491, 0.1334], [-0.0446, 0.0142, -0.0345], [-0.0278, -0.0966, 0.0726], [-0.2722, 0.1538, -0.2952], [-0.1080, -0.0232, -0.0496], [0.0154, -0.0078, 0.0557], [-0.0365, 0.0055, -0.1152], [-0.0067, -0.0036, 0.0125], [0.0019, 0.0152, 0.1183], [-0.0177, 0.0016, -0.3945], [-0.0133, 0.0641, 0.0826], [-0.0047, -0.0167, 0.1274], [0.3548, 0.3380, 0.0607], [0.2067, -0.1203, 0.0166], [-0.2450, -0.0692, -0.0135], [-0.0600, -0.0188, 0.1173], [-0.2115, 0.1120, -0.0454], [-0.2470, 0.0376, 0.0604], [0.0642, -0.2291, -0.0611], [0.0189, -0.0739, 0.0813], [0.1987, -0.1278, -0.0585], [0.0200, -0.0082, 0.0200], [0.0131, -0.0022, -0.0199], [0.0080, -0.0145, -0.0193], [-0.0136, -0.0224, 0.0319], [-0.0050, -0.0196, -0.0271], [-0.0109, -0.0168, -0.0210], [0.0004, 0.0323, 0.0148], [-0.0028, 0.0113, -0.0342], [0.0099, 0.0001, -0.0358], [0.0075, -0.0058, 0.0138], [0.0218, 0.0012, 0.0065], [0.0285, 0.0070, -0.0210], [0.0244, -0.0132, 0.0126], [0.0152, 0.0004, -0.0338], [-0.0097, 0.0287, 0.0110], [0.0364, 0.0109, 0.0043], [0.0178, -0.0635, 0.0136], [0.0420, 0.0305, -0.0033], [-0.0093, 0.0035, 0.0157], [-0.0079, 0.0333, -0.0178], [0.0035, 0.0454, 0.0348], [-0.0176, 0.0057, -0.0002], [0.0219, 0.0129, 0.0056], [-0.0090, 0.0133, -0.0231], [-0.0245, 0.0519, 0.0257], [0.0055, 0.0500, 0.0011], [-0.0450, -0.0332, 0.0023]], "mulliken_charge": [1.04, -2.37, 1.07, 0.83, -2.15, 0.88, -2.17, 0.95, -2.15, 0.87, -2.05, 1.11, -2.12, 0.43, 0.51, 0.47, 0.39, 0.50, 0.42, 0.48, 0.43, 0.41, 0.44, 0.37, 0.50, 0.41, 0.38, 0.51, 0.37, 0.52, 0.47, -0.24, 0.79, -0.03, -0.27, -0.30, -0.20, 0.66, -0.46, 0.12, -0.27, 0.04, -0.29, -1.16, 1.18, -1.08, -1.15, 1.07, 1.21, -1.72, -1.51, -1.46, 1.40, -1.57, -1.58, -1.55, 0.44, 0.30, 0.35, 0.44, 0.33, 0.25, 0.43, 0.34, 0.32, 0.34, 0.27, 0.54, 0.29, 0.46, 0.43, 0.08, 0.25, 0.58, 0.31, 0.54, 0.20, 0.26, 0.43, 0.48, 0.11, 0.53, 0.33], "total_charge": 3, "largest_force_ha_per_bohr": 0.015, "lumo_ev": -9.435, "total_energy_ev": -68605.005, "multiplicity": 1}